[1]
Computed, not measured: a cluster of 2 separate species, C9H13N3 in total in a non-equilibrium geometry, with ωB97M-V/def2-TZVPD.

```
25
Properties=species:S:1:pos:R:3:forces:R:3:lowdin_charge:R:1
C -3.512 0.873 0.144 1.2 1.2 -1.1 -0.145
C -3.440 1.224 1.453 0.3 -0.1 -0.1 -0.107
C -1.743 -0.040 0.937 0.1 0.7 1.2 -0.386
C -0.510 -0.753 1.131 3.7 -1.4 -1.8 -0.140
C 0.882 -0.792 -0.648 -1.6 0.3 4.2 -0.103
C 1.853 0.107 -0.680 -1.9 -0.6 0.1 -0.344
C 0.329 -1.768 -1.535 -1.1 -1.0 -2.4 -0.126
C 2.674 0.208 -1.939 -0.7 -0.2 -1.1 -0.065
C 2.099 1.017 0.503 -1.5 -1.4 0.1 -0.048
N -2.392 0.148 -0.160 0.0 -0.9 -1.3 0.099
N -0.165 -1.278 2.232 -0.4 -0.3 -0.7 0.093
N -2.301 0.644 1.995 -1.3 0.1 -1.1 0.123
H -3.997 1.421 -0.699 -0.2 -0.9 1.1 0.116
H -3.994 2.038 1.810 -0.6 0.6 1.4 0.089
H -0.716 -1.334 -1.682 1.1 -0.8 -0.7 0.087
H 0.138 -2.875 -1.253 0.8 1.9 0.1 0.106
H 1.008 -1.743 -2.478 -1.5 -0.3 1.1 0.097
H 2.174 0.241 -2.996 0.5 -0.1 2.2 0.123
H 3.256 1.073 -1.803 0.9 1.2 -0.3 0.048
H 3.357 -0.613 -1.918 0.7 -0.7 -0.4 0.070
H 2.042 2.035 0.213 0.2 1.1 -0.2 0.066
H 3.027 0.752 0.949 1.1 0.2 0.3 0.069
H 1.325 0.802 1.280 0.6 0.4 -0.7 0.068
H 0.678 -1.878 2.181 -0.4 0.9 -0.1 0.065
H -2.071 0.490 2.962 0.1 0.1 0.0 0.144
```
Positions in Å, forces in eV/Å.

Calculated total energy, eV: -14009.8603
Energy relative to the best compared isomer or geometry (same formula, charge and spin), kcal/mol: 77.3
Multiplicity: 1
LUMO, eV: 0.93
Frontier orbital gap, eV: 9.074

[2]
Computed, not measured: a structure of composition C46H41ClCrIN4OPSe in a non-equilibrium geometry, with ωB97M-V/def2-TZVPD.

```
97
Properties=species:S:1:pos:R:3:forces:R:3:mulliken_spin:R:1
Cr 0.399 -0.330 -0.018 1.1 0.3 -1.7 2.968
I 0.135 2.937 1.353 -0.5 0.3 0.2 0.010
C -1.642 3.964 0.788 0.6 -0.2 0.5 0.006
C -2.226 4.671 1.806 0.2 -0.2 -0.1 0.000
C -3.303 5.528 1.558 -0.2 0.1 -0.2 0.000
C -3.731 5.697 0.275 -0.1 0.1 0.3 0.001
C -3.151 4.978 -0.789 0.1 -0.1 0.0 -0.001
C -3.593 5.244 -2.099 0.1 -0.1 -0.1 0.001
C -3.026 4.608 -3.162 -0.2 0.2 0.1 -0.001
C -2.085 3.605 -2.930 0.2 0.0 0.3 -0.001
C -1.663 3.256 -1.662 0.0 -0.1 -0.1 0.034
P -0.643 1.700 -1.652 0.2 0.1 -0.9 0.016
C 0.660 2.389 -2.756 0.1 -0.1 0.0 -0.039
C 1.656 3.146 -2.146 0.0 -0.1 0.0 0.007
C 2.610 3.803 -2.901 0.0 0.0 0.0 0.003
C 2.580 3.712 -4.281 0.1 0.1 -0.1 0.000
C 1.602 2.952 -4.897 0.1 0.0 -0.2 0.000
C 0.646 2.294 -4.146 0.0 -0.1 0.2 -0.006
C -1.662 0.731 -2.828 0.1 0.0 0.1 0.014
C -1.045 -0.219 -3.639 0.0 0.2 0.0 0.005
C -1.801 -0.971 -4.519 0.0 -0.1 -0.1 -0.001
C -3.175 -0.799 -4.589 0.1 0.0 -0.1 0.000
C -3.801 0.094 -3.735 -0.1 0.0 -0.1 0.001
C -3.053 0.838 -2.842 0.1 0.0 -0.1 -0.003
C -2.110 4.019 -0.548 -0.4 0.2 -0.1 0.000
H -1.838 4.586 2.809 0.1 0.0 0.1 0.000
H -3.749 6.077 2.372 -0.1 0.1 0.1 0.000
H -4.520 6.400 0.043 0.0 0.0 0.0 0.000
H -4.370 5.980 -2.234 -0.1 0.1 -0.1 0.000
H -3.318 4.840 -4.174 -0.1 0.0 -0.1 0.000
H -1.701 3.067 -3.784 0.0 0.0 0.0 -0.001
H 1.680 3.237 -1.070 0.0 0.0 0.0 0.003
H 3.368 4.396 -2.408 0.0 0.1 0.0 0.000
H 3.306 4.247 -4.873 0.1 0.0 -0.1 0.000
H 1.574 2.874 -5.975 0.0 0.0 -0.1 0.000
H -0.105 1.711 -4.659 0.0 0.0 0.0 0.000
H 0.032 -0.366 -3.585 -0.1 0.0 -0.1 -0.002
H -1.312 -1.691 -5.156 0.1 -0.1 -0.1 0.000
H -3.750 -1.367 -5.304 -0.1 -0.1 0.0 0.000
H -4.874 0.216 -3.771 -0.1 0.0 0.0 0.000
H -3.549 1.516 -2.161 0.0 0.1 -0.1 0.000
C -2.052 -2.163 1.914 0.4 0.3 0.0 0.003
C -2.233 -0.768 1.379 2.0 0.2 -0.5 -0.035
O -1.234 -0.130 0.926 -3.0 -0.9 1.6 -0.063
C -3.544 -0.174 1.268 -1.0 0.8 -0.2 0.026
C -4.734 -0.844 1.598 0.7 0.0 0.0 0.008
C -5.952 -0.238 1.384 -0.3 0.1 0.0 -0.004
C -6.030 1.041 0.847 0.2 -0.1 0.0 0.009
C -4.864 1.720 0.518 -0.2 0.1 0.0 -0.004
C -3.645 1.121 0.726 0.5 -0.4 0.2 0.001
H -0.984 -2.386 1.973 -0.1 0.0 0.0 0.006
H -2.535 -2.895 1.265 -0.1 0.0 0.0 0.002
H -2.486 -2.248 2.907 -0.1 0.0 0.1 0.000
H -4.692 -1.837 2.015 -0.1 -0.2 0.1 0.000
H -6.861 -0.761 1.638 -0.1 -0.1 0.0 0.000
H -6.992 1.502 0.690 -0.1 0.0 0.0 0.000
H -4.908 2.716 0.099 0.0 0.1 0.0 0.000
H -2.728 1.638 0.485 0.0 0.0 0.0 0.007
Cl -4.373 -2.686 -1.947 -0.2 -0.1 0.1 0.000
C -2.659 -2.821 -1.921 0.2 -0.1 -0.1 -0.006
C -2.001 -3.901 -2.494 0.3 0.4 0.3 0.011
C -0.617 -3.921 -2.375 -0.4 -0.1 -0.1 -0.006
C 0.030 -2.904 -1.706 0.3 0.3 0.1 0.047
N -0.599 -1.837 -1.179 -0.6 -0.8 -0.3 -0.170
C -1.933 -1.813 -1.312 0.0 -0.1 0.0 0.021
H -2.537 -4.680 -3.009 -0.1 -0.1 0.0 0.000
H -0.046 -4.730 -2.797 0.1 -0.1 0.0 0.000
H 1.107 -2.920 -1.606 0.0 0.1 0.0 0.011
H -2.460 -0.946 -0.944 0.0 -0.1 0.0 -0.003
C 3.630 -2.951 -0.036 -0.4 -0.4 -0.2 0.014
N 4.240 -1.671 0.171 0.0 0.8 -0.2 -0.001
C 5.279 -1.394 1.013 0.5 0.4 0.3 -0.001
C 5.524 -0.063 0.926 0.4 -0.6 0.4 -0.002
N 4.632 0.459 0.036 -0.3 -0.7 0.0 0.000
C 4.522 1.841 -0.339 -0.2 0.6 -0.3 -0.001
C 3.842 -0.527 -0.412 -0.4 -0.1 -0.3 -0.006
Se 2.467 -0.355 -1.655 -0.2 0.0 -0.4 0.009
H 4.147 -3.701 0.556 0.0 0.1 0.1 0.001
H 3.693 -3.221 -1.092 0.0 0.0 0.1 0.001
H 2.579 -2.904 0.265 0.1 0.0 0.0 0.003
H 5.744 -2.151 1.612 0.1 -0.1 0.1 0.000
H 6.262 0.537 1.418 0.1 0.1 0.1 -0.001
H 5.115 2.445 0.344 0.0 -0.1 0.0 0.001
H 3.477 2.148 -0.287 0.1 0.0 0.0 0.000
H 4.874 1.987 -1.363 0.0 0.0 0.1 0.001
N 1.527 -0.266 1.238 -0.2 0.0 0.2 -0.131
C 2.295 -0.327 2.305 0.5 -0.1 1.0 0.058
C 2.948 0.819 2.826 -0.3 -0.2 -0.2 0.073
C 3.766 0.720 3.926 0.1 -0.1 0.2 -0.053
C 3.994 -0.505 4.541 0.2 0.0 0.2 0.094
C 3.358 -1.640 4.053 0.1 0.1 0.1 -0.052
C 2.516 -1.560 2.970 -0.1 0.1 -0.2 0.082
H 2.760 1.776 2.360 0.0 0.1 -0.1 0.022
H 4.234 1.610 4.322 0.1 0.1 0.0 -0.004
H 4.641 -0.575 5.401 0.1 0.0 0.1 0.008
H 3.512 -2.595 4.534 0.0 -0.1 0.1 -0.003
H 1.982 -2.433 2.619 0.0 -0.1 -0.1 0.014
```
Positions in Å, forces in eV/Å.

Calculated total energy, eV: -180050.4879
Energy relative to the best compared isomer or geometry (same formula, charge and spin), kcal/mol: 16.9
Net charge: +1
Multiplicity: 4
LUMO (spin up / spin down), eV: -3.16 / -3.31
Frontier orbital gap (spin up / spin down), eV: 5.011 / 5.676

[3]
Computed, not measured: the ion C5H10N3O with charge +1 in a non-equilibrium geometry, with ωB97M-V/def2-TZVPD.

```
19
Properties=species:S:1:pos:R:3:forces:R:3:lowdin_charge:R:1
C 0.923 0.060 -1.012 -2.4 0.0 -1.3 -0.183
C -1.434 1.908 0.087 -0.1 0.4 0.1 0.192
C -1.794 0.497 0.415 1.0 -0.7 -1.3 -0.268
C 2.573 1.061 0.453 2.6 -1.7 -1.0 -0.048
C -1.124 -1.851 0.152 1.7 1.1 -0.4 0.056
N -0.293 -0.288 -1.420 2.1 0.4 -1.5 0.062
N 1.300 0.415 0.187 1.4 0.1 1.0 -0.034
N -1.368 -0.557 -0.536 0.2 -0.6 -0.9 -0.135
O -2.651 1.498 -0.031 -0.3 0.3 -0.6 0.137
H 1.661 0.146 -1.853 -0.8 -0.2 1.0 0.165
H 0.658 0.611 0.916 -1.0 -0.2 0.3 0.106
H -1.949 0.040 1.328 -0.5 -0.1 2.1 0.129
H 3.180 0.902 -0.563 -1.1 1.3 2.4 0.138
H 2.355 2.042 0.854 0.4 0.6 -0.7 0.086
H 3.223 0.569 1.260 -1.2 0.2 -1.1 0.111
H -1.035 -2.679 -0.536 0.2 0.1 -0.2 0.128
H -0.243 -1.595 0.699 0.8 -0.9 0.6 0.096
H -1.908 -1.930 0.797 -2.2 -0.9 1.9 0.075
H -2.074 -0.848 -1.198 -0.9 0.9 -0.4 0.185
```
Positions in Å, forces in eV/Å.

Calculated total energy, eV: -11852.2277
Energy relative to the best compared isomer or geometry (same formula, charge and spin), kcal/mol: 151.1
Net charge: +1
Multiplicity: 1
LUMO, eV: -4.28
Frontier orbital gap, eV: 9.491

[4]
Computed, not measured: a structure of composition C4H6O2, with ωB97M-V/def2-TZVPD.

```
12
Properties=species:S:1:pos:R:3:forces:R:3:lowdin_charge:R:1
C 1.370 0.810 0.397 0.0 -0.1 0.1 -0.036
C 0.191 0.223 -0.337 0.4 -0.1 -0.1 -0.329
C -0.528 -1.081 0.111 0.1 0.0 0.0 0.007
C -1.727 -0.268 -0.313 -0.6 -0.2 -0.2 -0.488
O -2.781 -0.469 -0.829 0.3 0.1 0.6 0.145
O -1.076 0.936 -0.167 -0.2 0.2 -0.3 0.044
H 1.210 0.866 1.477 -0.1 0.0 -0.1 0.086
H 1.602 1.810 0.010 -0.1 -0.2 0.1 0.087
H 2.237 0.169 0.204 -0.1 0.1 0.1 0.087
H 0.384 0.228 -1.415 0.1 -0.2 0.1 0.148
H -0.406 -2.069 -0.342 0.2 0.4 -0.1 0.122
H -0.475 -1.156 1.202 -0.1 0.0 -0.2 0.126
```
Positions in Å, forces in eV/Å.

Calculated total energy, eV: -8339.6247
Energy relative to the best compared isomer or geometry (same formula, charge and spin), kcal/mol: 19.3
Multiplicity: 1
LUMO, eV: 0.89
Frontier orbital gap, eV: 11.443

[5]
Computed, not measured: a cluster of 2 separate species, C12H30F9N2O3PSSi2 in total in a non-equilibrium geometry, with ωB97M-V/def2-TZVPD.

```
60
Properties=species:S:1:pos:R:3:forces:R:3:lowdin_charge:R:1
C -1.978 -7.315 -1.215 0.0 -2.0 2.0 -0.012
N -1.248 -6.117 -1.857 -0.6 -1.8 -0.5 -0.195
C -2.056 -4.860 -1.620 -1.7 2.8 0.0 -0.138
C -1.180 -3.472 -1.572 0.0 -0.1 -0.2 -0.037
C 0.077 -3.525 -0.468 -2.2 -1.1 -1.9 -0.186
F -0.387 -4.526 0.564 2.1 2.8 -2.7 -0.009
F 1.253 -4.008 -1.250 -3.2 1.2 3.1 -0.003
C 0.218 -2.001 0.111 -2.6 1.9 -1.3 -0.234
F 0.195 -1.092 -1.095 -0.1 -3.3 3.8 0.005
F -0.926 -1.598 0.994 3.5 -1.9 -3.8 0.023
S 1.795 -1.622 1.035 3.0 3.6 4.2 1.078
F 0.855 -1.507 2.506 2.1 -0.4 -2.6 -0.219
F 1.524 0.090 0.811 0.4 -3.5 0.1 -0.197
F 2.784 -1.663 -0.363 -2.1 -0.5 2.3 -0.196
F 2.102 -3.252 1.459 -0.7 2.3 -1.4 -0.210
F 3.183 -1.185 1.963 -2.4 -1.0 -1.8 -0.196
C -1.048 -6.434 -3.350 -0.1 1.3 -1.6 -0.156
P 0.688 -7.206 -3.701 3.3 -6.2 -0.1 0.756
O 0.710 -8.777 -3.354 -0.9 6.4 -1.2 -0.367
O 1.068 -6.948 -5.415 -0.5 2.0 4.8 -0.179
O 1.983 -6.481 -2.789 -2.9 -0.8 -1.0 -0.207
H -1.892 -8.292 -1.856 0.1 2.1 1.1 0.124
H -1.408 -7.534 -0.189 -1.5 0.5 -2.2 0.149
H -3.105 -7.097 -0.989 2.3 -0.1 -0.6 0.130
H -0.292 -6.118 -1.439 -0.9 0.7 0.0 0.142
H -2.766 -4.916 -0.665 2.0 -0.3 -2.0 0.167
H -2.795 -4.750 -2.547 1.6 -0.4 2.0 0.166
H -0.770 -3.265 -2.669 -0.6 -0.2 2.6 0.150
H -1.902 -2.572 -1.267 1.6 -2.1 -0.7 0.166
H -1.161 -5.414 -3.919 0.3 -2.0 0.9 0.131
H -1.843 -7.211 -3.751 1.7 1.7 1.0 0.155
H 1.408 -5.992 -5.419 -0.4 -1.6 -0.5 0.097
H 2.180 -6.984 -1.943 -0.4 0.4 -1.5 0.109
C -1.255 2.800 0.994 -0.1 -0.1 0.2 -0.214
Si -0.455 4.295 1.831 0.5 1.7 -2.3 0.223
C 1.056 3.666 2.746 0.1 -0.4 0.4 -0.202
C -1.688 4.945 3.085 -0.2 -0.2 0.4 -0.205
N -0.062 5.463 0.601 0.3 0.2 1.8 -0.232
Si 0.693 6.978 1.011 -1.1 -2.1 -1.2 0.224
C 2.379 6.761 1.802 0.3 0.3 0.2 -0.207
C -0.367 8.038 2.138 0.1 0.4 0.2 -0.206
C 0.954 7.959 -0.585 0.1 0.2 0.3 -0.214
H -1.516 2.044 1.740 -0.1 -0.1 0.0 0.005
H -2.169 3.095 0.468 0.1 0.0 0.0 0.013
H -0.568 2.347 0.272 0.0 0.1 0.0 0.005
H 0.797 2.783 3.339 0.1 -0.1 0.1 0.012
H 1.452 4.415 3.435 0.0 0.0 -0.1 0.006
H 1.847 3.380 2.046 -0.1 0.1 0.0 0.023
H -2.538 5.423 2.587 0.1 0.0 0.0 0.025
H -1.230 5.667 3.765 0.0 0.0 -0.1 0.006
H -2.075 4.123 3.695 -0.1 0.0 0.1 0.012
H 2.299 6.399 2.830 0.0 0.0 0.0 0.004
H 2.906 7.719 1.834 0.1 0.0 0.0 0.014
H 2.992 6.058 1.230 -0.1 0.0 0.1 0.024
H -1.395 8.097 1.767 0.1 -0.1 0.0 0.024
H 0.033 9.056 2.184 0.0 0.1 0.1 0.014
H -0.385 7.649 3.158 -0.1 0.0 0.0 0.004
H -0.001 8.155 -1.079 0.0 -0.1 0.0 0.013
H 1.601 7.411 -1.275 -0.1 0.0 0.0 0.013
H 1.428 8.922 -0.361 0.0 0.0 -0.1 0.010
```
Positions in Å, forces in eV/Å.

Calculated total energy, eV: -82381.4382
Energy relative to the best compared isomer or geometry (same formula, charge and spin), kcal/mol: 109.4
Multiplicity: 1
LUMO, eV: -2.72
Frontier orbital gap, eV: 1.966